# 1
DFT (the ωB97M-V functional and the def2-TZVPD basis) results for a cluster of 7 separate species, C18H50O6 in total.

Geometry as ORCA input:
```
! RIJCOSX wB97M-V def2-TZVPD def2/J DEFGRID3
* xyz 0 1
C -0.1750 3.8376 -5.2237
C -0.4680 2.9406 -4.1047
C 0.7060 2.6576 -3.1897
C 1.2260 3.9666 -2.4247
C 2.3110 3.6156 -1.4227
C 1.8420 3.0846 -0.1207
H -0.9850 4.0766 -5.9497
H 0.6280 3.5616 -5.6377
H 0.1540 4.8986 -4.7687
H -0.6500 2.0146 -4.7287
H -1.3860 3.2236 -3.5037
H 1.7360 2.3626 -3.7757
H 0.2500 2.1496 -2.4067
H 0.3260 4.4456 -2.1707
H 1.5200 4.7276 -3.1787
H 2.9550 4.5016 -1.2127
H 3.0700 2.8776 -1.6127
H 2.5600 2.9556 0.6313
H 1.5930 2.1046 -0.2647
H 1.2110 3.5656 0.6623
C 3.7700 -0.3154 -0.4447
C 3.9960 -0.4364 0.9923
O 3.0680 -1.4134 1.3993
H 2.7990 -0.0854 -0.7127
H 3.8010 -1.1474 -1.1837
H 4.4850 0.5456 -0.8567
H 3.6350 0.5846 1.3723
H 4.8340 -1.0694 1.0163
H 3.0960 -1.2574 2.2633
C 2.8700 1.3376 4.4233
C 2.2110 0.0986 4.9763
O 2.1750 -0.9934 4.0033
H 2.8100 2.0886 5.1563
H 2.4790 1.6646 3.4923
H 3.8660 1.1456 4.0703
H 1.1850 0.1846 5.1843
H 2.6230 -0.4164 5.9983
H 1.6850 -1.7214 4.5683
C -3.6770 0.7196 -2.8267
C -2.2560 0.2466 -2.3437
O -2.3710 -0.9974 -1.5917
H -4.4120 0.9376 -1.9167
H -4.2050 -0.1344 -3.3397
H -3.4880 1.5626 -3.1907
H -1.7010 1.0106 -1.8347
H -1.6740 0.0026 -3.2667
H -1.4670 -1.0934 -1.2107
C -5.0400 -4.3414 0.6573
C -4.6520 -3.2654 -0.3417
O -4.1620 -2.0804 0.3573
H -4.2070 -4.7824 1.0993
H -5.6510 -5.2904 0.1203
H -5.8220 -3.9974 1.2053
H -5.6310 -2.8864 -1.1137
H -3.9790 -3.6614 -1.1567
H -3.5670 -1.6084 -0.3067
C 0.3490 -4.5794 1.4953
C -0.9990 -4.1024 1.6093
O -1.4160 -3.9574 2.9103
H 1.0010 -3.8324 1.9013
H 0.7680 -4.7964 0.6233
H 0.3540 -5.5754 1.8693
H -1.7730 -4.7574 1.0703
H -1.3300 -3.1364 1.0763
H -2.2260 -3.4704 3.0493
C -0.1930 1.0026 2.0763
C -0.3120 -0.3714 1.4093
O 0.4140 -0.5034 0.2223
H 0.8450 1.1386 1.9963
H -0.6540 1.0086 3.0623
H -0.7490 1.7506 1.3823
H -1.3070 -0.6834 1.2613
H 0.1370 -1.1974 2.1473
H 1.2440 -0.6434 0.5203
*
```

Output
- LUMO energy (eV) = 0.569
- gap between HOMO and LUMO (eV) = 9.93
- E_HOMO (eV) = -9.4
- SMILES string = CCCCCC.CCO.CCO.CCO.CCO.CCO.CCO

Mulliken atomic charge list, values in e, 4 entries: -1.64 0.04 0.14 -1.10


# 2
DFT (the ωB97M-V functional and the def2-TZVPD basis) results for a cluster of 10 separate species, C86H101N9O14 in total.

Geometry as ORCA input:
```
! RIJCOSX wB97M-V def2-TZVPD def2/J DEFGRID3
* xyz 0 1
O 7.5877 3.9954 -1.3555
C 8.6020 3.4122 -1.7952
C 9.1799 3.6427 -3.1406
C 8.6369 4.6241 -3.9903
C 9.2254 5.0229 -5.1773
C 10.5007 4.6199 -5.5467
C 11.1300 3.6595 -4.7021
C 10.4735 3.1140 -3.5369
C 11.1296 2.0770 -2.7044
O 12.2314 1.5275 -3.0142
C 10.5111 1.9148 -1.2915
C 11.2815 1.1040 -0.3971
C 10.8260 0.9897 0.9138
C 9.6827 1.6772 1.3565
C 8.9535 2.4557 0.5103
C 9.3904 2.6304 -0.8367
H 7.7516 5.1927 -3.7466
H 8.8159 5.9170 -5.6238
H 10.9483 4.9708 -6.4648
H 12.0212 3.1519 -5.0405
H 12.1621 0.5575 -0.7010
H 11.4081 0.3560 1.5666
H 9.4222 1.5609 2.3981
H 8.1865 3.1268 0.8680
O -2.4677 6.4395 10.5550
C -3.4339 7.2524 10.4233
C -4.7693 6.7662 9.8976
C -4.7899 5.4700 9.3398
C -5.8770 4.9148 8.7418
C -7.0201 5.7392 8.5827
C -7.0159 7.0790 9.0872
C -5.8984 7.6053 9.7705
C -5.9155 8.9628 10.4025
O -6.9037 9.7057 10.5025
C -4.6123 9.4559 10.8566
C -4.4564 10.7623 11.2779
C -3.2191 11.2855 11.7295
C -2.1243 10.4741 11.8850
C -2.2309 9.1587 11.3853
C -3.4396 8.6634 10.9154
H -3.9966 4.7761 9.5754
H -5.8494 3.9294 8.3008
H -7.9585 5.2575 8.3509
H -7.7931 7.8238 8.9994
H -5.2970 11.4302 11.3955
H -3.1835 12.2840 12.1397
H -1.2641 10.9010 12.3791
H -1.4287 8.4425 11.2859
O 4.8522 2.8761 -12.5048
C 5.6285 2.7781 -13.4610
C 6.8668 2.0520 -13.3497
C 7.1243 1.3221 -12.1633
C 8.3223 0.6068 -12.0765
C 9.1621 0.5210 -13.2072
C 8.9235 1.2263 -14.3897
C 7.7673 2.0301 -14.4804
C 7.5588 2.7922 -15.6979
O 8.4300 2.8248 -16.5587
C 6.1984 3.2871 -15.9449
C 5.8202 3.7121 -17.2816
C 4.5988 4.3860 -17.4237
C 3.7026 4.4898 -16.3325
C 4.0120 3.7630 -15.1469
C 5.2663 3.2627 -14.8806
H 6.4090 1.2617 -11.3564
H 8.7997 0.0528 -11.2818
H 10.1105 0.0092 -13.1369
H 9.5905 1.0055 -15.2100
H 6.5630 3.6589 -18.0638
H 4.3208 4.8221 -18.3718
H 2.7497 4.9591 -16.5274
H 3.4613 3.8996 -14.2280
O -4.4924 0.0709 -1.5659
C -3.4002 0.0574 -0.9944
C -2.0923 0.3280 -1.5988
C -1.9938 0.2857 -2.9844
C -0.8398 0.4890 -3.7151
C 0.3164 0.6393 -2.9697
C 0.3525 0.6450 -1.6092
C -0.8898 0.5872 -0.9424
C -0.8688 0.5711 0.5836
O 0.0207 0.9396 1.2944
C -2.1165 -0.0505 1.2624
C -2.0012 -0.5723 2.5451
C -3.0449 -1.3436 3.0595
C -4.1831 -1.5906 2.3782
C -4.2924 -1.1519 1.0403
C -3.2114 -0.3989 0.4248
H -2.8704 0.1669 -3.6040
H -0.8190 0.5557 -4.7928
H 1.2312 0.7130 -3.5389
H 1.2809 0.9753 -1.1674
H -1.0117 -0.5293 2.9757
H -3.0089 -1.9028 3.9828
H -4.9448 -2.2051 2.8348
H -5.1477 -1.5819 0.5403
C -13.2174 4.3987 -2.8593
C -13.8210 3.0125 -2.7648
C -15.3315 3.1692 -2.9633
C -13.2811 1.9926 -3.9145
C -11.9610 1.3309 -3.5870
C -12.0159 0.8570 -2.1632
C -12.4748 1.8342 -1.0834
C -12.7398 1.1268 0.2458
C -11.3401 2.9564 -0.9259
N -13.7632 2.4224 -1.4040
O -14.2851 3.1734 -0.2985
H -13.5887 5.0689 -2.0840
H -12.1390 4.3566 -3.0122
H -13.7011 4.9529 -3.6638
H -15.5985 3.5874 -3.9338
H -15.6365 2.1390 -3.1471
H -15.9409 3.5056 -2.1246
H -13.9756 1.1843 -4.1432
H -13.2163 2.7048 -4.7371
H -11.7561 0.5175 -4.2830
H -11.1436 2.0466 -3.6745
H -11.1068 0.3275 -1.8784
H -12.7966 0.0963 -2.1609
H -12.8489 1.8027 1.0939
H -11.9005 0.6269 0.7293
H -13.5603 0.4129 0.1729
H -10.5354 2.7225 -0.2288
H -11.7112 3.7480 -0.2749
H -10.8168 3.4565 -1.7409
H -15.0737 2.6926 -0.0369
C 3.5331 -5.5719 8.2753
C 4.5224 -5.9456 9.3782
C 5.3354 -7.1233 8.9277
C 5.5335 -4.7693 9.6460
C 6.2912 -4.8154 11.0121
C 5.2854 -4.7972 12.1741
C 4.3789 -6.0263 12.0509
C 5.1011 -7.3644 12.5235
C 3.2606 -5.7119 13.1075
N 3.7851 -6.2201 10.6532
O 2.6835 -7.0284 10.5720
H 2.5001 -5.8023 8.5359
H 3.5083 -4.4831 8.2305
H 3.9145 -5.9328 7.3201
H 4.9308 -7.9432 8.3342
H 6.0826 -6.7688 8.2177
H 5.8124 -7.7382 9.6909
H 6.3779 -4.6102 8.9754
H 5.1602 -3.7519 9.5293
H 6.7722 -5.7904 10.9349
H 7.0565 -4.0409 11.0639
H 4.7797 -3.8327 12.1280
H 5.9698 -4.9352 13.0110
H 4.5847 -8.2926 12.2787
H 5.3337 -7.2267 13.5794
H 5.9594 -7.5322 11.8728
H 3.6588 -5.7583 14.1211
H 2.6006 -6.5791 13.1296
H 2.6982 -4.7854 12.9926
H 1.9668 -6.4323 10.8017
C 3.0752 -7.1217 -12.0895
C 2.2898 -6.5956 -10.9000
C 3.0658 -6.9701 -9.5689
C 2.3113 -5.0767 -11.2383
C 1.3879 -4.1145 -10.3503
C -0.0680 -4.6640 -10.3548
C -0.2753 -6.2432 -10.3538
C -0.2695 -6.8067 -8.8038
C -1.6704 -6.4623 -11.0204
N 0.8027 -6.9463 -11.0924
O 0.6229 -8.4158 -11.1590
H 2.4241 -7.1576 -12.9629
H 4.0271 -6.6423 -12.3182
H 3.2690 -8.1904 -11.9976
H 4.1479 -6.9529 -9.6988
H 2.8042 -6.3629 -8.7024
H 2.6854 -7.9419 -9.2542
H 3.3728 -4.8480 -11.3334
H 1.8705 -4.7989 -12.1956
H 1.8722 -4.0403 -9.3766
H 1.4468 -3.0527 -10.5894
H -0.5486 -4.2943 -11.2606
H -0.5120 -4.1251 -9.5179
H 0.7108 -6.7640 -8.3292
H -0.7401 -7.7811 -8.6730
H -0.6419 -6.0274 -8.1389
H -2.1595 -7.4133 -10.8092
H -1.4678 -6.5938 -12.0833
H -2.3449 -5.6841 -10.6633
H 0.2052 -8.6746 -11.9837
N 3.3581 4.6377 6.4263
C 4.0468 5.4601 5.6967
N 3.5542 5.5455 4.4923
O 4.9450 6.1473 6.0928
H 3.7090 4.6416 7.3734
H 2.5197 4.1552 6.1358
H 4.0688 5.9194 3.7077
H 3.0146 4.7248 4.2571
N -6.3104 -8.2504 10.5395
C -5.3971 -8.6819 9.7540
N -4.5684 -7.7798 9.3569
O -5.2199 -9.8455 9.4569
H -6.9563 -8.9792 10.8073
H -6.5779 -7.2765 10.5294
H -3.6690 -8.0047 8.9561
H -4.5001 -7.0711 10.0733
N 0.5185 -0.9650 11.2498
C -0.6826 -1.2066 11.6062
N -1.0293 -0.4105 12.5204
O -1.3672 -2.1974 11.2285
H 1.0421 -1.5362 10.6020
H 0.8564 -0.0548 11.5280
H -1.8824 -0.4961 13.0543
H -0.5907 0.4974 12.4619
*
```

Output
- LUMO energy (eV) = -1.426
- gap between HOMO and LUMO (eV) = 6.38
- E_HOMO (eV) = -7.8
- SMILES string = O=C1c2ccccc2C(=O)c2ccccc21.O=C1c2ccccc2C(=O)c2ccccc21.O=C1c2ccccc2C(=O)c2ccccc21.O=C1c2ccccc2C(=O)c2ccccc21.CC1(C)CCCC(C)(C)N1O.CC1(C)CCCC(C)(C)N1O.CC1(C)CCCC(C)(C)N1O.NC(N)=O.NC(N)=O.NC(N)=O

Mulliken atomic charge list, values in e, 4 entries: -0.68 0.59 0.05 -0.32


# 3
DFT (the ωB97M-V functional and the def2-TZVPD basis) results for an isolated molecule of C4H5N3.

Geometry as ORCA input:
```
! RIJCOSX wB97M-V def2-TZVPD def2/J DEFGRID3
* xyz 0 1
C -1.8992 -0.0933 0.0250
N -0.5552 -0.2407 -0.5369
C 0.6187 -0.2791 0.2496
C 1.8246 -0.6546 -0.4839
N 2.8623 -0.6873 -0.9901
C 1.5894 1.0861 0.7293
N 2.4272 1.8866 0.8874
H -2.1283 -0.9012 0.7319
H -2.6395 -0.1700 -0.7827
H -2.0484 0.8698 0.5258
H -0.4504 0.0995 -1.4813
H 0.3989 -0.9156 1.1259
*
```

Output
- LUMO energy (eV) = 0.376
- gap between HOMO and LUMO (eV) = 10.77
- E_HOMO (eV) = -10.4
- SMILES string = CNC(C#N)C#N

natural (NBO) atomic charge list, values in e, 4 entries: -0.41 -0.60 -0.10 0.22


# 4
DFT (the ωB97M-V functional and the def2-TZVPD basis) results for a structure of composition C26H53NNiO21S6.

Geometry as ORCA input:
```
! RIJCOSX wB97M-V def2-TZVPD def2/J DEFGRID3
* xyz 0 3
Ni 1.0228 -1.4719 -2.4387
S -0.9351 0.1991 -0.2089
O -1.7164 1.2760 -0.6192
O -1.1007 -0.0917 1.1793
O -1.2349 -0.9637 -1.0605
O 0.4588 0.3304 -0.5638
C -6.0838 3.5759 0.9003
C -6.0046 2.0917 0.8523
O -7.2968 1.7464 1.3093
C -7.7961 2.7473 2.0645
O -8.6524 2.6513 2.9308
O -7.2211 3.8609 1.6362
H -6.1136 4.0354 -0.0876
H -5.2355 3.9772 1.4548
H -5.2831 1.6160 1.5166
H -5.8277 1.7035 -0.1507
C -4.6465 -2.3297 3.3424
C -5.3270 -2.5875 2.0358
O -6.6719 -2.7053 2.4076
C -6.7479 -2.9307 3.7662
O -7.7577 -2.9606 4.4426
O -5.5058 -3.0445 4.1943
H -4.4115 -1.3142 3.6609
H -3.6184 -2.6830 3.2630
H -5.0017 -3.5017 1.5394
H -5.3283 -1.7997 1.2824
C 3.8323 0.2305 3.4620
C 3.7381 -0.8992 2.4676
O 4.7133 -1.7495 2.9775
C 4.9037 -1.5334 4.3117
O 5.6498 -2.2564 4.9355
O 4.2282 -0.4120 4.6158
H 2.8350 0.6615 3.5502
H 4.4803 1.0446 3.1371
H 4.0582 -0.3659 1.5725
H 2.7361 -1.3193 2.5550
C -1.7490 5.7507 -3.1544
C -2.5610 5.9653 -4.4756
O -2.0651 7.1732 -4.9028
C -0.8157 7.2974 -4.4257
O -0.0716 8.2302 -4.6577
O -0.5751 6.4349 -3.4852
H -1.5555 4.6898 -2.9959
H -2.2320 6.1674 -2.2707
H -3.6034 6.1966 -4.2562
H -2.4753 5.1485 -5.1923
C -0.4861 6.8114 3.1723
C 0.2872 5.5878 2.6424
C -0.4837 4.2059 2.7525
C -0.8698 3.9718 4.1624
N -1.1246 3.7856 5.2767
H -0.0405 7.7987 3.0505
H -0.6524 6.6560 4.2382
H -1.4124 7.0318 2.6417
H 1.2840 5.4577 3.0636
H 0.3588 5.8062 1.5769
H 0.2697 3.5461 2.3223
H -1.3410 4.1706 2.0802
C 0.4860 -6.3666 -5.5952
S 0.2382 -4.5741 -5.9827
O 0.5730 -3.6779 -4.8094
C 1.5811 -4.3519 -7.1900
H -0.3387 -6.6016 -4.9224
H 1.4925 -6.6137 -5.2575
H 0.2966 -7.0324 -6.4371
H 1.4506 -4.8912 -8.1282
H 2.6125 -4.4978 -6.8688
H 1.5199 -3.3075 -7.4957
C 0.8987 -5.4292 1.7264
S 1.0037 -5.3790 -0.1236
O 1.2719 -3.9382 -0.4823
C -0.8258 -5.5776 -0.4597
H 1.8340 -5.0622 2.1490
H 0.6418 -6.4011 2.1478
H 0.1351 -4.6964 1.9873
H -1.4478 -5.0465 0.2609
H -1.0158 -6.6503 -0.4219
H -1.2232 -5.3205 -1.4416
C 2.8306 2.0383 -6.7872
S 1.7426 2.2305 -5.2496
O 1.4774 0.7771 -4.8207
C 2.9301 3.0221 -4.1331
H 3.1162 3.0643 -7.0197
H 2.2343 1.5981 -7.5863
H 3.7312 1.4547 -6.5962
H 2.4299 3.0231 -3.1647
H 3.3102 4.0023 -4.4208
H 3.7722 2.3325 -4.0759
C 6.1053 -3.4523 -3.3579
S 5.4286 -1.7951 -3.7592
O 4.3083 -1.4247 -2.8013
C 6.9641 -0.8803 -3.2256
H 6.4172 -3.5919 -2.3229
H 7.0349 -3.6279 -3.8993
H 5.2322 -4.0940 -3.4763
H 7.7138 -0.6906 -3.9939
H 7.4510 -1.5589 -2.5252
H 6.6071 0.0068 -2.7025
C 0.6264 -2.8575 8.3673
S -0.0919 -2.7169 6.6592
O -1.5424 -2.8959 6.8421
C 0.3430 -0.9180 6.4558
H 0.9354 -3.9019 8.4101
H -0.1601 -2.6302 9.0870
H 1.4643 -2.2096 8.6246
H 0.2430 -0.5955 5.4195
H 1.2930 -0.5728 6.8638
H -0.3558 -0.4313 7.1362
*
```

Output
- LUMO energy (spin up / spin down) (eV) = -0.737 / -2.605
- gap between HOMO and LUMO (spin up / spin down) (eV) = 8.10 / 6.23
- E_HOMO (spin up / spin down) (eV) = -8.8 / -8.8

Mulliken atomic charge list, values in e, 4 entries: 1.05 1.30 -0.56 -0.56


# 5
DFT (the ωB97M-V functional and the def2-TZVPD basis) results for an isolated molecule of C5H6O2.

Geometry as ORCA input:
```
! RIJCOSX wB97M-V def2-TZVPD def2/J DEFGRID3
* xyz 0 1
C 2.5647 -0.7689 0.0234
C 1.4319 -0.4834 -0.2666
C 0.0730 -0.0852 -0.6295
C -0.2109 1.3688 -0.2032
O 0.0893 1.7792 0.8992
C -1.0751 -0.7869 0.1575
O -1.9131 0.2550 0.6417
H 3.5693 -1.0152 0.2907
H -0.0695 -0.2026 -1.7117
H -0.7553 1.9953 -0.9277
H -0.6994 -1.3913 0.9882
H -1.6890 -1.4211 -0.4885
H -1.3667 0.7567 1.2874
*
```

Output
- LUMO energy (eV) = 0.821
- gap between HOMO and LUMO (eV) = 10.72
- E_HOMO (eV) = -9.9
- SMILES string = C#C[C@H](C=O)CO

natural (NBO) atomic charge list, values in e, 4 entries: -0.23 0.00 -0.44 0.49


# 6
DFT (the ωB97M-V functional and the def2-TZVPD basis) results for an isolated molecule of C4H8O2.

Geometry as ORCA input:
```
! RIJCOSX wB97M-V def2-TZVPD def2/J DEFGRID3
* xyz 0 1
O 0.7523 -1.0060 -1.5624
C 0.8480 0.2116 -0.8549
C -0.5521 0.7631 -0.5237
C -0.8702 0.1095 0.8372
C 0.4538 -0.5794 1.2261
O 1.4469 -0.0114 0.3813
H -0.0845 -0.9735 -2.0373
H 1.5022 0.9060 -1.3959
H -1.3023 0.5295 -1.2906
H -0.5070 1.8520 -0.4444
H -1.6878 -0.6141 0.7696
H -1.1581 0.8641 1.5734
H 0.7578 -0.3889 2.2578
H 0.4010 -1.6626 1.0637
*
```

Output
- LUMO energy (eV) = 0.910
- gap between HOMO and LUMO (eV) = 11.17
- E_HOMO (eV) = -10.3
- SMILES string = O[C@H]1CCCO1

natural (NBO) atomic charge list, values in e, 4 entries: -0.72 0.36 -0.45 -0.44


It is found that the molecular weight values, taken in the order of the records, are 362.6 1484.8 95.1 966.8 98.1 88.1 g mol⁻¹.
It is found that the ΔE to the lowest compared entry with this formula, charge and spin values, taken in the order of the records, are 0.00 794.81 316.53 919.28 300.23 93.27 kJ/mol.